{"formula": "C35H26HfN4OP", "method": "ωB97M-V/def2-TZVPD", "charge": 3, "homo_energy_ev": -16.582, "gap_ev": 6.42, "lumo_energy_ev": -10.164, "elements": ["Hf", "O", "N", "C", "C", "C", "C", "C", "C", "C", "P", "C", "C", "C", "C", "C", "C", "C", "C", "C", "C", "C", "C", "H", "H", "H", "H", "H", "H", "H", "H", "H", "H", "H", "H", "H", "H", "H", "H", "N", "C", "C", "C", "C", "C", "C", "C", "C", "C", "C", "C", "C", "N", "C", "C", "C", "C", "N", "H", "H", "H", "H", "H", "H", "H", "H", "H", "H"], "xyz": [[0.591894, -0.891785, -0.885826], [2.251439, -2.117649, -2.679052], [2.538889, -1.463245, -1.504774], [3.712900, -1.211931, -1.070916], [3.861428, -0.585150, 0.237450], [5.012534, 0.182203, 0.411564], [5.216764, 0.889909, 1.585613], [4.278873, 0.809758, 2.604939], [3.153514, 0.007505, 2.462056], [2.902778, -0.696670, 1.285541], [1.585445, -1.992800, 1.341417], [1.630647, -2.716166, 2.982234], [2.479704, -3.814355, 3.147919], [2.608400, -4.389497, 4.402199], [1.884248, -3.881734, 5.472984], [1.027997, -2.798290, 5.300382], [0.894372, -2.207706, 4.054426], [-0.011702, -1.011946, 1.373123], [-0.140718, 0.380491, 1.516335], [-1.405781, 0.964172, 1.539746], [-2.540116, 0.176348, 1.414256], [-2.430537, -1.206741, 1.252279], [-1.179690, -1.797663, 1.205502], [3.060136, -2.393766, -3.151818], [4.589618, -1.462260, -1.665623], [5.750584, 0.228399, -0.382372], [6.112225, 1.486237, 1.709631], [4.439818, 1.344413, 3.532941], [2.484059, -0.108455, 3.307730], [3.033550, -4.223225, 2.309486], [3.263604, -5.239668, 4.540032], [1.979824, -4.337683, 6.450153], [0.461385, -2.414849, 6.138871], [0.221762, -1.367065, 3.932009], [0.733331, 0.997552, 1.676342], [-1.496848, 2.034571, 1.679518], [-3.521122, 0.635356, 1.455240], [-3.319528, -1.821582, 1.177497], [-1.098216, -2.876193, 1.120067], [-6.704391, 5.634604, -3.650268], [-5.863696, 4.890219, -3.406184], [-4.810641, 3.955929, -3.097068], [-4.686897, 2.778961, -3.834981], [-3.690423, 1.877272, -3.523624], [-2.784367, 2.153526, -2.490572], [-2.901579, 3.354727, -1.776444], [-3.918878, 4.242090, -2.065005], [-1.715208, 1.214189, -2.155503], [-2.023469, -0.165163, -2.083003], [-3.263204, -0.798408, -2.195016], [-3.057410, -2.182444, -2.253832], [-1.699212, -2.383142, -2.159345], [-1.040727, -1.182268, -2.033584], [-0.410781, 1.742826, -1.989050], [0.062205, 2.939192, -2.511408], [1.441794, 3.025179, -2.250044], [1.787952, 1.889242, -1.571413], [0.691157, 1.066143, -1.395518], [-5.368148, 2.584264, -4.652741], [-3.573701, 0.983750, -4.125745], [-2.210481, 3.576130, -0.972694], [-4.027372, 5.160148, -1.503893], [-4.220086, -0.297018, -2.239099], [-3.808271, -2.949677, -2.374019], [-1.153171, -3.316296, -2.194324], [-0.532031, 3.651923, -3.064652], [2.109039, 3.823634, -2.537728], [2.754512, 1.621645, -1.172346]], "forces_ev_per_angstrom": [[-0.47, 0.13, 0.62], [0.15, -0.06, -0.21], [0.75, -0.24, -0.50], [0.07, -0.15, 0.21], [-0.06, -0.04, -0.09], [0.08, 0.03, 0.00], [0.04, 0.02, 0.01], [0.03, 0.05, 0.05], [-0.01, 0.02, 0.03], [0.00, -0.04, -0.03], [-0.12, 0.45, 0.37], [0.06, -0.34, -0.14], [0.00, -0.02, 0.02], [0.01, 0.00, -0.02], [-0.02, 0.02, 0.02], [0.01, 0.00, -0.01], [0.00, -0.01, 0.04], [0.12, -0.03, 0.29], [-0.06, 0.01, 0.25], [-0.02, 0.05, -0.04], [-0.06, -0.03, 0.00], [-0.03, 0.04, -0.04], [-0.01, 0.05, 0.11], [-0.05, 0.00, 0.02], [0.03, 0.01, -0.02], [-0.03, 0.01, 0.04], [-0.04, -0.03, 0.00], [0.00, -0.01, -0.03], [0.03, 0.01, -0.03], [-0.02, 0.02, 0.03], [-0.02, 0.03, 0.00], [0.00, 0.01, -0.03], [0.02, -0.01, -0.02], [0.01, -0.02, -0.01], [0.08, 0.02, -0.06], [0.00, -0.04, 0.01], [0.04, -0.02, 0.01], [0.04, 0.04, 0.00], [0.03, -0.05, -0.05], [0.12, -0.11, 0.04], [0.02, -0.03, -0.01], [-0.18, 0.15, -0.05], [-0.04, -0.05, -0.06], [-0.02, -0.05, -0.12], [0.07, -0.06, 0.05], [0.00, 0.08, 0.03], [0.06, 0.03, 0.06], [-0.03, 0.02, -0.11], [0.16, -0.12, -0.04], [-0.29, -0.05, 0.03], [-0.11, 0.04, 0.00], [0.02, 0.19, -0.01], [-0.41, -0.37, -0.51], [0.08, -0.14, 0.10], [0.12, 0.25, -0.04], [-0.08, 0.17, -0.09], [-0.24, -0.02, 0.14], [0.03, 0.30, -0.35], [0.02, 0.01, 0.02], [0.00, 0.08, 0.02], [-0.03, -0.01, 0.00], [0.00, -0.01, 0.01], [0.09, -0.06, 0.02], [0.05, 0.07, 0.01], [0.01, -0.02, 0.02], [0.06, -0.04, 0.03], [-0.06, -0.04, 0.02], [0.02, -0.05, 0.01]]}

{"formula": "C35H26N6O11PbS4Te", "method": "ωB97M-V/def2-TZVPD", "homo_energy_ev": -7.870, "gap_ev": 7.02, "relative_energy_kcal_mol": 12.0, "lumo_energy_ev": -0.852, "elements": ["Pb", "O", "S", "O", "O", "C", "C", "C", "C", "C", "C", "S", "O", "O", "O", "H", "H", "H", "H", "N", "C", "C", "C", "C", "C", "C", "S", "N", "C", "C", "C", "C", "C", "C", "N", "H", "H", "H", "H", "H", "H", "H", "H", "H", "Te", "C", "C", "C", "C", "S", "H", "H", "H", "O", "C", "O", "C", "C", "C", "C", "C", "C", "N", "O", "O", "H", "H", "H", "H", "N", "C", "O", "C", "C", "C", "C", "N", "C", "H", "H", "H", "H", "H", "H"], "xyz": [[-0.663009, -0.119084, -0.302922], [3.747144, -0.047776, 1.708088], [2.320143, -0.034873, 1.936698], [1.785626, -1.081809, 2.755047], [1.625712, 0.085001, 0.603141], [1.977658, 1.540254, 2.745616], [3.107847, 2.205800, 3.205687], [3.007108, 3.422620, 3.865650], [1.765706, 3.988344, 4.082768], [0.628291, 3.336962, 3.630138], [0.720482, 2.123955, 2.960221], [-0.836366, 1.531606, 2.318648], [-1.871696, 2.051350, 3.166960], [-0.777356, 0.064245, 2.247513], [-0.871997, 2.046048, 0.924617], [4.072105, 1.750426, 3.034054], [3.904335, 3.923474, 4.205461], [1.675574, 4.933967, 4.600854], [-0.352797, 3.759354, 3.794051], [-3.129725, -2.405405, 2.882111], [-2.213265, -3.131264, 3.686389], [-2.538506, -3.401321, 5.002352], [-1.654687, -4.103518, 5.812457], [-0.440150, -4.526438, 5.303351], [-0.111748, -4.247805, 3.982122], [-0.998848, -3.564628, 3.169832], [-0.567530, -3.272324, 1.485695], [-1.751451, -2.176269, 0.990852], [-2.793127, -1.883866, 1.664479], [-3.751435, -0.895530, 1.065051], [-5.022483, -0.665682, 1.569300], [-5.852872, 0.228211, 0.907829], [-5.394855, 0.866134, -0.229327], [-4.100510, 0.599202, -0.649644], [-3.307234, -0.259450, -0.021944], [-3.840100, -1.921393, 3.402523], [-3.485414, -3.055361, 5.400236], [-1.921125, -4.310724, 6.839508], [0.258617, -5.065005, 5.927684], [0.845041, -4.556457, 3.581156], [-5.388938, -1.167196, 2.452626], [-6.847829, 0.421051, 1.285068], [-6.012238, 1.564463, -0.775108], [-3.674791, 1.107449, -1.506794], [3.466473, 0.094378, -1.414322], [4.174430, 0.159762, -3.401415], [3.482162, 0.332256, -4.565604], [4.317916, 0.281910, -5.719260], [5.623315, 0.068806, -5.412912], [5.847527, -0.062065, -3.719316], [2.413687, 0.485268, -4.604178], [3.954316, 0.401993, -6.729262], [6.464017, -0.011618, -6.080852], [-0.080005, 1.861949, -2.491859], [1.093587, 1.751621, -2.204027], [1.637055, 0.539595, -2.177622], [1.944837, 2.936333, -1.867680], [2.615573, 3.615632, -2.876362], [3.375816, 4.730852, -2.562467], [3.430914, 5.136231, -1.242771], [2.762199, 4.481291, -0.225233], [2.011659, 3.365018, -0.547194], [4.234762, 6.330663, -0.905365], [4.804434, 6.898911, -1.813853], [4.270310, 6.671676, 0.258558], [2.558298, 3.270494, -3.900001], [3.917675, 5.280011, -3.317317], [2.834857, 4.837872, 0.791211], [1.470634, 2.833354, 0.223066], [-4.542245, -4.343430, -2.170490], [-3.677271, -4.592839, -3.187704], [-3.875203, -5.457010, -4.016827], [-2.453786, -3.726852, -3.243812], [-1.800359, -3.578291, -4.460776], [-0.674166, -2.778461, -4.520123], [-0.244043, -2.151161, -3.360048], [-0.853047, -2.301671, -2.184156], [-1.928925, -3.084554, -2.133120], [-5.365431, -4.916416, -2.103899], [-4.423567, -3.575515, -1.536554], [-2.186137, -4.092733, -5.330732], [-0.131102, -2.638092, -5.443801], [0.622049, -1.498722, -3.364782], [-2.362558, -3.213187, -1.147233]], "forces_ev_per_angstrom": [[0.26, -0.17, 0.38], [0.05, -0.01, 0.02], [-0.14, 0.03, -0.09], [0.01, -0.01, 0.05], [-0.17, 0.04, -0.08], [0.05, 0.03, 0.01], [-0.02, 0.00, 0.03], [0.06, -0.02, -0.02], [-0.05, 0.02, 0.01], [0.01, -0.01, 0.03], [0.05, -0.01, -0.02], [0.06, 0.01, -0.05], [0.00, 0.02, -0.02], [-0.15, 0.00, -0.11], [-0.05, 0.02, -0.08], [0.01, 0.01, -0.01], [0.00, -0.01, 0.00], [-0.01, 0.00, -0.01], [0.00, 0.02, 0.00], [0.02, -0.11, -0.07], [0.03, 0.02, -0.02], [0.03, 0.03, 0.03], [0.00, -0.01, -0.02], [-0.02, 0.00, -0.02], [0.00, 0.04, 0.03], [0.06, 0.03, 0.09], [-0.11, -0.11, -0.08], [-0.05, 0.01, -0.35], [-0.03, 0.13, 0.23], [0.09, -0.11, -0.01], [-0.04, 0.01, -0.01], [0.02, 0.00, -0.01], [0.02, 0.00, -0.01], [-0.03, 0.05, 0.11], [0.01, 0.04, 0.02], [0.01, 0.06, -0.01], [-0.02, 0.00, 0.00], [0.00, 0.00, 0.01], [0.01, -0.01, 0.01], [0.02, 0.01, 0.00], [0.01, -0.06, -0.01], [-0.01, 0.00, 0.00], [0.00, 0.02, 0.01], [0.00, 0.00, -0.04], [-0.06, 0.01, -0.10], [0.09, 0.00, 0.02], [0.00, 0.01, 0.00], [-0.01, 0.02, 0.00], [-0.03, 0.01, 0.00], [0.02, 0.02, 0.00], [-0.03, -0.01, -0.01], [0.00, 0.00, -0.02], [0.02, -0.01, -0.02], [0.10, -0.06, 0.13], [-0.16, 0.21, -0.17], [0.04, -0.22, 0.16], [0.01, 0.03, 0.00], [0.08, -0.01, 0.02], [-0.04, -0.06, -0.02], [0.05, 0.08, 0.04], [0.02, -0.04, -0.03], [-0.06, 0.03, 0.01], [-0.07, -0.06, -0.01], [0.04, 0.03, 0.00], [0.03, 0.02, 0.01], [0.00, -0.01, -0.01], [-0.01, 0.01, 0.00], [0.00, 0.00, 0.01], [-0.04, -0.03, 0.04], [0.01, -0.02, 0.05], [0.03, -0.01, -0.02], [-0.03, 0.00, -0.03], [-0.02, 0.00, -0.01], [0.04, 0.01, 0.00], [-0.01, -0.03, 0.03], [0.06, 0.04, 0.00], [0.01, 0.02, 0.03], [-0.04, -0.02, 0.00], [0.00, 0.01, 0.00], [-0.01, 0.00, -0.01], [0.00, -0.02, 0.00], [-0.01, 0.01, -0.01], [0.00, 0.01, -0.01], [0.00, 0.04, -0.01]]}

{"formula": "C35H27F5N4PW", "method": "ωB97M-V/def2-TZVPD", "multiplicity": 3, "charge": 1, "homo_energy_ev": [-9.390, -11.181], "gap_ev": [6.29, 8.00], "relative_energy_kcal_mol": 3.4, "lumo_energy_ev": [-3.096, -3.180], "elements": ["W", "F", "C", "C", "C", "C", "C", "F", "C", "C", "C", "C", "C", "C", "N", "H", "H", "H", "H", "H", "H", "N", "C", "C", "C", "C", "C", "N", "H", "H", "H", "H", "H", "H", "N", "P", "C", "C", "C", "C", "C", "C", "C", "C", "C", "C", "C", "C", "C", "C", "C", "C", "C", "C", "H", "H", "H", "H", "H", "H", "H", "H", "H", "H", "H", "H", "H", "H", "H", "F", "C", "F", "F"], "xyz": [[-1.436265, 0.288851, 0.631426], [-5.975329, 2.575834, -1.298476], [-5.131611, 1.540922, -1.360416], [-4.068075, 1.490785, -0.479689], [-3.185225, 0.410485, -0.531919], [-3.391770, -0.607548, -1.494661], [-4.476138, -0.489709, -2.359903], [-4.703477, -1.433773, -3.292246], [-5.359760, 0.567164, -2.315393], [-2.443997, -1.722682, -1.481627], [-2.496946, -2.868368, -2.277751], [-1.541007, -3.851521, -2.119405], [-0.540509, -3.696721, -1.166666], [-0.539727, -2.544145, -0.414897], [-1.457826, -1.582005, -0.569194], [-3.951897, 2.298437, 0.229946], [-6.191228, 0.628203, -3.002469], [-3.282053, -2.982523, -3.007265], [-1.578967, -4.740540, -2.735115], [0.224988, -4.443750, -1.013894], [0.220335, -2.361324, 0.334526], [0.115545, -0.793039, 3.193454], [-1.088738, -1.469678, 3.188342], [-1.371190, -2.495647, 4.095176], [-2.572704, -3.155179, 4.004741], [-3.494214, -2.791804, 3.017665], [-3.155050, -1.789582, 2.151989], [-1.966775, -1.139622, 2.218554], [0.718976, -1.000364, 3.974416], [0.040062, 0.193281, 3.033153], [-0.647862, -2.739831, 4.861053], [-2.804862, -3.949358, 4.701552], [-4.452296, -3.281341, 2.927794], [-3.823714, -1.466650, 1.365735], [0.067868, 0.856399, -0.276582], [1.638009, 1.032585, -0.474244], [2.456413, -0.565383, -0.605527], [2.754256, -1.103627, -1.853875], [3.285216, -2.382217, -1.947381], [3.519540, -3.122217, -0.797894], [3.222913, -2.588313, 0.451181], [2.689941, -1.313670, 0.548971], [2.400639, 1.921642, 0.893166], [1.641959, 2.901138, 1.531088], [2.198655, 3.649728, 2.554510], [3.515055, 3.430226, 2.937191], [4.277755, 2.462775, 2.296945], [3.723693, 1.706489, 1.275581], [1.961007, 1.961225, -1.974751], [0.937240, 2.137985, -2.899428], [1.185810, 2.833527, -4.073614], [2.450675, 3.345434, -4.321927], [3.473932, 3.170682, -3.397459], [3.230977, 2.481697, -2.222132], [2.576604, -0.524223, -2.751478], [3.521271, -2.796829, -2.918439], [3.943453, -4.115471, -0.872930], [3.414941, -3.163885, 1.347608], [2.452662, -0.900278, 1.521739], [0.614654, 3.075342, 1.232204], [1.602889, 4.403625, 3.052077], [3.948993, 4.015652, 3.737464], [5.304933, 2.295394, 2.593408], [4.322334, 0.951928, 0.782057], [-0.047526, 1.738637, -2.689710], [0.390182, 2.978727, -4.792131], [2.641693, 3.889428, -5.237795], [4.456914, 3.578151, -3.591503], [4.025829, 2.358290, -1.495384], [-1.942778, 3.172932, 1.565850], [-1.912671, 1.913801, 2.069822], [-3.123392, 1.715635, 2.668967], [-1.013230, 1.999777, 3.125818]], "forces_ev_per_angstrom": [[0.38, 0.05, -0.35], [-0.01, -0.01, -0.01], [0.03, -0.02, -0.03], [-0.01, 0.00, -0.01], [-0.07, -0.02, 0.06], [-0.07, 0.05, -0.01], [-0.03, 0.05, 0.04], [-0.02, 0.04, -0.01], [0.02, -0.01, 0.01], [0.02, -0.07, 0.01], [-0.02, -0.02, -0.03], [0.02, -0.01, 0.02], [0.00, 0.01, 0.01], [0.03, -0.05, -0.02], [-0.02, 0.02, 0.00], [0.00, 0.00, 0.01], [0.00, 0.00, 0.01], [0.05, 0.00, 0.04], [0.00, 0.00, 0.00], [-0.01, 0.01, 0.00], [0.02, 0.00, 0.00], [-0.16, -0.59, 0.02], [-0.05, 0.08, -0.17], [0.03, 0.06, -0.06], [-0.06, 0.00, -0.09], [0.00, -0.08, 0.10], [0.14, 0.04, 0.13], [-0.05, -0.11, 0.09], [-0.04, -0.01, 0.03], [0.02, 0.61, 0.01], [-0.01, -0.01, 0.00], [-0.01, 0.01, 0.01], [0.01, -0.01, 0.01], [0.01, 0.02, -0.02], [-0.10, 0.06, 0.41], [0.04, 0.01, -0.14], [-0.04, 0.02, 0.01], [-0.01, 0.02, -0.02], [-0.01, -0.02, -0.01], [0.01, -0.01, 0.01], [0.00, -0.02, 0.00], [0.00, -0.01, 0.00], [-0.05, -0.01, -0.04], [-0.08, -0.01, -0.01], [0.01, 0.03, 0.04], [0.00, 0.00, 0.01], [0.01, 0.00, 0.01], [0.02, 0.02, -0.03], [0.04, -0.04, 0.03], [-0.04, -0.03, 0.02], [0.00, 0.01, -0.03], [0.00, 0.00, -0.01], [0.00, 0.00, -0.01], [0.00, 0.00, 0.03], [0.00, 0.00, 0.00], [0.00, 0.00, 0.01], [0.00, 0.01, 0.00], [0.00, 0.00, -0.01], [0.00, 0.01, 0.00], [0.06, 0.01, 0.00], [0.01, -0.01, -0.01], [0.00, 0.00, -0.01], [-0.01, 0.00, 0.00], [0.01, -0.03, -0.01], [0.01, 0.01, 0.00], [0.00, 0.00, 0.00], [0.00, 0.00, 0.01], [0.00, 0.00, 0.00], [-0.01, 0.01, -0.01], [-0.08, 0.01, -0.02], [0.00, -0.03, 0.06], [0.08, 0.08, -0.04], [-0.02, -0.11, -0.04]]}

Number 1: electronic energy -2031.995936 Ha. Number 2: electronic energy -4559.164727 Ha. Number 3: electronic energy -2476.601920 Ha.